No. 1
The following is a DFT calculation (ωB97M-V/def2-TZVPD) of 2 unconnected molecules or ions with the total composition C6H17N2O3S.

XYZ file:
```
29
Properties=species:S:1:pos:R:3:forces:R:3
C 0.883 2.986 -1.825 0.02 -0.25 0.00
C 1.042 1.469 -1.785 0.12 0.64 0.09
O 0.570 0.954 -0.541 0.10 -0.32 -0.42
C -0.533 0.126 -0.606 0.05 0.43 0.89
S -0.245 -1.572 -1.150 -0.70 -0.28 -0.07
N 0.389 -1.654 -2.745 0.38 -0.11 0.37
C 1.077 -2.202 -0.094 0.50 0.37 -0.18
N 2.352 -1.496 -0.159 0.09 -0.31 -0.59
H 1.691 3.434 -2.400 -0.01 0.08 -0.10
H -0.066 3.252 -2.282 -0.09 0.17 0.11
H 0.922 3.368 -0.809 -0.01 0.08 0.03
H 2.108 1.234 -1.850 0.04 -0.19 -0.05
H 0.519 1.028 -2.633 0.02 -0.26 0.03
H -1.350 0.511 -1.215 -0.03 -0.15 -0.18
H -0.989 0.007 0.446 -1.09 0.13 0.16
H 1.397 -1.494 -2.746 -0.03 0.17 -0.07
H 0.233 -2.597 -3.100 -0.16 0.05 -0.03
H 1.210 -3.210 -0.484 -0.18 -0.23 0.32
H 0.673 -2.219 0.916 -0.19 0.06 0.01
H 3.039 -2.095 -0.600 0.07 -0.03 0.11
H 2.310 -0.667 -0.737 -0.12 0.32 0.43
O -2.460 0.328 1.501 1.17 -0.15 -1.20
C -1.867 0.554 2.709 -0.09 -0.32 0.76
C -2.444 -0.338 3.907 0.20 0.30 -0.38
O -1.859 -0.111 5.084 0.01 -0.10 0.17
H -1.946 1.599 3.082 -0.14 0.01 -0.13
H -0.765 0.341 2.748 -0.01 -0.09 -0.13
H -2.339 -1.390 3.504 0.08 -0.05 0.00
H -3.551 -0.148 3.867 -0.01 0.04 0.05
```
Forces are in eV/Å.

Its gap between HOMO and LUMO is 2.1415 eV. The value obtained for the total energy is -971.9736 hartree. The LUMO energy is 1.400 eV. As for the charge: -1.

---

No. 2
The following is a DFT calculation (ωB97M-V/def2-TZVPD) of a gas-phase ion, C7H10N3 (charge +1).

XYZ file:
```
20
Properties=species:S:1:pos:R:3:forces:R:3
C -2.702 -0.177 0.059 -3.31 -0.33 -1.93
N -1.248 0.174 0.314 -2.05 -0.11 -0.18
C -0.927 1.594 0.031 7.56 0.91 -0.91
C 0.786 1.900 -0.076 -9.11 0.67 0.93
C 1.555 0.794 -0.041 0.10 -2.32 -0.33
N 2.827 0.670 0.121 2.98 -0.07 -0.01
C 3.137 -0.653 0.096 1.42 -0.14 -0.26
C 2.027 -1.419 -0.068 -1.78 4.31 0.12
N 1.000 -0.458 -0.139 -0.29 -1.98 0.67
C -0.389 -0.828 -0.392 2.51 -0.27 -0.88
H -3.595 0.427 0.527 2.61 -0.21 -0.57
H -2.902 -0.154 -1.091 0.62 0.08 2.10
H -3.001 -1.202 0.404 1.15 0.64 -0.24
H -1.154 0.017 1.297 0.54 -0.16 1.18
H -1.437 2.408 0.522 -0.63 -0.40 -0.03
H 0.990 2.960 -0.030 0.50 -0.26 -0.17
H 4.156 -1.059 0.083 -0.47 0.63 0.36
H 1.721 -2.388 -0.117 -0.04 -2.67 -0.15
H -0.428 -0.681 -1.514 -1.27 -0.51 1.22
H -0.417 -1.925 0.015 -1.05 2.20 -0.93
```
Forces are in eV/Å.

Its gap between HOMO and LUMO (alpha / beta) is 7.0018 / 7.8691 eV. As for the energy relative to the best compared isomer or geometry (same formula, charge and spin): 488.07 kJ/mol. The value obtained for the total energy is -436.5803 hartree. The LUMO energy (alpha / beta) is -5.049 / -5.011 eV. As for the charge: +1. Its SMILES is C[N@@H+]1C=Cc2nccn2C1.

---

No. 3
The following is a DFT calculation (ωB97M-V/def2-TZVPD) of a molecular structure, C8H7ClNO4S.

XYZ file:
```
22
Properties=species:S:1:pos:R:3:forces:R:3
C -1.956 0.737 0.642 0.38 0.75 1.06
C -1.170 1.478 1.543 -0.20 -0.06 -1.54
C -1.454 0.167 -0.472 -0.16 -2.29 -1.45
C 0.104 1.762 1.130 1.23 1.78 0.11
C -0.076 0.207 -0.697 -1.91 0.07 -2.17
C 0.635 1.135 -0.023 2.54 -0.12 1.02
C 2.003 -2.364 -0.995 -0.27 0.31 2.53
C 2.858 -0.364 0.357 -0.17 -1.54 -1.15
N 2.892 -1.341 -0.738 1.04 0.58 -1.22
O 1.930 -3.026 -1.984 0.33 -0.37 -1.07
O 1.171 -2.691 0.090 0.60 -0.61 -2.32
O 2.813 2.270 0.606 1.46 0.49 -0.07
O 2.689 1.332 -1.783 0.33 0.01 2.02
S 2.511 1.204 -0.313 -4.02 0.59 -1.47
Cl 4.512 -0.253 0.918 1.40 -0.01 0.89
H -2.977 0.790 0.779 -2.19 -0.39 0.47
H -1.630 1.967 2.380 -0.03 0.12 0.27
H -2.065 -0.478 -1.199 0.66 1.25 1.33
H 0.630 2.662 1.592 -0.24 -1.82 -0.47
H 0.169 -0.291 -1.642 0.98 0.17 0.61
H 1.176 -1.944 0.654 0.26 1.55 1.46
H 3.679 -1.197 -1.459 -2.01 -0.45 1.16
```
Forces are in eV/Å.

Its gap between HOMO and LUMO is 7.6888 eV. As for the energy relative to the best compared isomer or geometry (same formula, charge and spin): 92.88 kJ/mol. The value obtained for the total energy is -1523.1550 hartree. The LUMO energy is 3.262 eV. As for the charge: -1.

---

No. 4
The following is a DFT calculation (ωB97M-V/def2-TZVPD) of 8 unconnected molecules or ions with the total composition C30H74N2O8.

XYZ file:
```
114
Properties=species:S:1:pos:R:3:forces:R:3
C 1.845 -5.488 3.251 0.38 -0.13 0.53
C 3.114 -6.331 3.196 1.51 -0.17 -0.76
O 3.207 -7.000 1.924 -1.07 -0.12 -0.17
H 1.849 -4.814 4.108 0.34 -0.09 0.16
H 0.946 -6.087 3.395 0.06 -0.20 -0.38
H 1.743 -4.834 2.385 0.07 -0.33 -0.16
H 3.301 -7.029 4.012 -0.99 -0.34 0.22
H 4.058 -5.787 3.244 -0.28 1.12 0.19
H 4.057 -7.425 1.786 0.06 0.10 0.37
C -4.100 -4.846 1.551 0.11 -2.10 1.03
C -4.548 -6.254 2.186 1.52 1.04 -4.04
O -4.573 -6.208 3.507 -1.03 0.18 3.81
H -3.264 -4.532 2.176 0.12 0.22 -0.16
H -4.897 -4.108 1.643 -0.04 -0.05 -0.33
H -3.748 -5.051 0.540 -0.22 0.48 -0.14
H -3.804 -7.031 2.015 0.34 0.22 -0.74
H -5.418 -6.596 1.625 -0.68 -0.05 0.46
H -5.293 -5.661 3.832 -0.09 0.08 0.11
C -2.923 3.050 3.061 0.38 0.58 0.39
C -3.629 3.460 4.396 0.76 -0.64 -1.71
O -4.894 3.897 4.022 -1.36 0.19 -0.69
H -1.944 2.616 3.266 0.04 -0.11 0.16
H -2.735 3.891 2.394 -0.14 0.30 0.19
H -3.477 2.334 2.453 -0.34 -0.13 0.43
H -3.112 4.283 4.891 0.43 -0.34 0.22
H -3.651 2.527 4.959 -0.11 0.22 0.67
H -5.446 4.239 4.729 0.35 -0.11 0.31
C 1.026 -0.138 7.304 -1.28 -1.31 1.23
C 2.046 -1.358 7.373 -0.58 1.82 -2.54
O 3.022 -1.052 6.357 1.06 0.16 0.25
H 1.222 0.729 7.935 0.92 0.08 -0.34
H 0.034 -0.361 7.698 -0.11 -0.87 0.65
H 0.642 0.154 6.326 1.23 0.00 -0.50
H 1.714 -2.256 6.852 -1.05 -0.20 1.03
H 2.507 -1.578 8.336 -0.27 0.20 0.07
H 3.493 -0.251 6.598 0.09 0.13 0.05
C -4.009 -0.902 0.969 -0.87 0.62 -1.57
C -5.456 -0.865 0.333 0.26 -2.03 2.22
O -5.508 -1.015 -1.057 0.43 0.63 -0.83
H -3.428 -0.330 0.245 0.40 0.37 0.28
H -3.523 -1.877 0.990 -0.44 -0.22 0.05
H -3.953 -0.440 1.955 -0.16 0.01 -0.13
H -6.060 -0.056 0.744 0.32 0.60 -0.56
H -5.985 -1.745 0.700 -0.07 -0.10 0.61
H -5.897 -1.873 -1.241 0.09 0.15 -0.10
C 4.657 1.805 -3.354 -0.89 0.02 -0.55
C 6.036 1.983 -2.837 0.65 -1.91 1.45
O 7.032 1.609 -3.779 -0.24 0.91 -0.37
H 4.371 0.756 -3.282 0.03 -0.07 -0.33
H 4.544 2.133 -4.388 -0.07 0.16 -0.03
H 3.959 2.333 -2.705 -0.06 0.23 -0.07
H 6.093 1.179 -2.103 0.06 0.15 0.77
H 6.187 2.886 -2.245 0.30 0.54 -0.72
H 7.849 1.517 -3.283 0.16 -0.04 -0.14
C 3.056 0.039 0.062 -1.62 0.01 0.24
C 1.519 -0.079 0.380 0.17 -2.21 0.74
C 1.036 -1.184 -0.624 -0.44 1.19 1.05
C -0.307 -1.846 -0.300 1.63 -0.23 1.08
C -0.124 -2.459 1.122 -0.17 0.33 -1.03
C 0.272 -1.463 2.232 -2.77 0.82 0.68
N 1.393 -0.642 1.783 0.61 -1.15 -1.97
O 1.930 0.218 2.730 -0.42 0.62 0.52
C -0.979 -0.565 2.609 0.61 0.27 0.61
C 0.541 -2.325 3.493 1.10 -0.32 0.58
C 0.844 1.227 0.070 0.93 1.07 1.13
H 3.409 -0.941 0.386 0.73 0.35 -0.14
H 3.549 0.899 0.514 -0.01 -0.26 0.36
H 3.117 0.172 -1.018 0.30 -0.24 -0.13
H 0.989 -0.575 -1.527 0.22 -0.67 -0.67
H 1.795 -1.966 -0.613 0.03 0.05 -0.53
H -0.388 -2.676 -1.003 -0.58 0.07 -0.07
H -1.163 -1.173 -0.340 -0.01 -0.03 -0.09
H 0.657 -3.218 1.094 0.16 -0.06 -0.26
H -1.046 -3.005 1.323 -0.03 0.18 0.69
H -1.870 -1.142 2.858 -0.06 -0.18 -0.58
H -0.816 -0.025 3.542 0.59 -0.10 0.25
H -1.170 0.277 1.944 -0.27 -0.46 -0.61
H 0.303 -1.941 4.485 0.01 1.01 -0.25
H 0.024 -3.282 3.569 -0.35 -0.02 -0.92
H 1.591 -2.610 3.559 0.20 0.10 -0.18
H 1.257 1.915 0.807 -0.22 0.34 0.22
H -0.240 1.327 0.137 0.01 -0.40 -0.38
H 1.313 1.577 -0.849 -0.62 0.11 -0.43
H 2.574 -0.323 3.194 0.24 -0.01 0.19
C -1.559 5.111 -6.340 -0.16 -0.37 -1.02
C -0.314 4.231 -6.163 1.83 2.16 1.10
C 0.649 5.040 -5.213 -0.81 1.70 -2.21
C 1.646 4.260 -4.495 0.33 -1.05 1.16
C 0.911 3.268 -3.619 0.98 0.19 0.23
C 0.087 2.258 -4.412 0.80 0.74 2.46
N -0.705 3.028 -5.430 1.86 -0.48 -0.86
O -1.547 2.329 -6.159 -0.80 -0.82 -0.42
C 1.011 1.133 -4.980 -1.33 0.56 -1.30
C -0.861 1.663 -3.363 -0.22 -1.89 -0.77
C 0.398 3.958 -7.535 -0.34 -1.12 -0.15
H -2.065 4.813 -7.259 -0.64 -0.41 0.39
H -1.331 6.148 -6.589 0.60 -0.01 0.48
H -2.163 5.089 -5.433 -0.26 0.04 -0.25
H 1.108 5.766 -5.884 0.24 -0.03 -0.21
H 0.063 5.721 -4.594 -0.20 -0.47 0.54
H 2.306 4.845 -3.853 -0.03 0.26 -0.25
H 2.279 3.668 -5.155 0.19 0.22 -0.23
H 0.272 3.710 -2.856 0.01 0.49 -0.16
H 1.711 2.784 -3.059 -0.38 -0.72 0.07
H 1.335 0.462 -4.184 0.05 0.37 0.05
H 0.410 0.562 -5.688 0.04 -0.32 0.02
H 1.828 1.547 -5.570 0.18 -0.02 0.36
H -1.296 0.805 -3.876 -1.19 0.16 0.15
H -0.336 1.104 -2.589 0.76 0.49 -0.02
H -1.532 2.309 -2.797 -0.19 0.20 -0.67
H 1.297 3.344 -7.488 0.16 0.15 0.57
H 0.670 4.863 -8.078 -0.20 0.31 0.57
H -0.224 3.390 -8.228 -0.44 0.06 0.19
H -2.398 2.378 -5.718 -0.84 -0.46 0.23
```
Forces are in eV/Å.

Its gap between HOMO and LUMO (alpha / beta) is 7.2961 / 3.1898 eV. As for the energy relative to the best compared isomer or geometry (same formula, charge and spin): 171.88 kJ/mol. The value obtained for the total energy is -1898.2954 hartree. Its expectation value of S² is 0.754. The LUMO energy (alpha / beta) is -2.459 / -6.565 eV. As for the spin multiplicity: 2. As for the charge: +1.